The following is a quantum chemistry calculation of a 6-piece molecular cluster, C35H49BrIN8O4PS overall at a distorted geometry, from the Open Molecules 2025 dataset.

Each line ends with the Mulliken charge.
Cartesian coordinates (Å):
C 0.580 3.360 -1.163  -0.50
H -7.431 -4.842 3.327  0.31
H 3.461 3.877 3.371  0.42
C 8.704 1.980 -1.477  -0.40
H 3.386 2.125 3.152  0.26
Br -0.086 2.132 -3.534  0.00
H 9.706 1.849 -1.892  0.31
H -1.799 7.846 -3.101  0.34
C 4.247 -4.501 -0.654  -0.95
H 8.075 2.364 -2.283  0.29
H -3.187 -0.368 -0.201  0.13
H 3.490 -3.547 -3.161  0.28
O -2.754 3.135 -1.436  -0.54
H 9.421 2.638 0.458  0.27
H -4.043 1.494 3.495  0.40
C -3.137 8.594 -1.674  0.24
H -1.639 5.567 -2.110  0.02
H -4.738 -4.795 -3.897  0.31
H -5.625 -3.285 -3.817  0.33
C -1.968 6.404 -1.496  0.12
C -1.623 2.791 -1.307  -0.18
H -3.657 -0.460 2.223  0.51
H 8.793 0.211 -0.223  0.32
H -5.906 -6.604 4.026  0.32
C -3.013 0.572 0.322  -1.19
H 8.162 -0.079 -1.846  0.30
C 0.365 2.214 -0.198  1.77
H 3.270 -1.926 2.152  0.26
H -3.348 7.028 -3.032  0.34
N 1.977 -1.536 -1.282  -0.30
C 8.170 0.628 -1.017  -1.01
H 4.762 2.980 2.524  0.23
H 0.006 7.290 -1.319  0.31
H 3.268 1.144 1.222  1.14
C 0.682 0.543 1.461  0.43
C -1.544 0.894 0.493  0.76
H -3.509 -6.601 3.432  0.37
H 5.116 -4.310 -1.287  0.30
H -1.098 7.729 -0.008  0.42
H 3.569 3.906 0.688  0.50
C -4.436 -5.103 -1.197  0.18
H -0.379 6.124 -0.056  0.19
O 1.048 -1.488 3.475  -0.41
C -5.470 -5.707 3.581  -0.47
I 3.566 1.740 -1.315  -0.01
C 2.703 1.880 0.670  -2.19
H -5.491 -3.302 -1.325  0.19
H 2.007 3.699 1.555  0.25
H -4.476 -6.767 1.966  0.30
C -2.564 7.473 -2.417  -0.63
H 0.439 -1.052 4.084  0.32
H 2.365 -1.578 0.838  0.06
S -1.806 -3.123 0.743  -0.28
N -3.581 9.476 -1.089  -0.44
C 3.023 -4.849 -1.494  -0.43
C -5.355 -4.217 -1.907  -0.18
C -3.547 -3.102 -3.310  -0.95
C -4.859 -3.878 -3.316  -0.55
N -3.695 -5.778 -0.636  -0.44
O 1.383 4.233 -1.142  -0.46
H -3.646 -2.169 -2.751  0.17
C -4.227 -6.094 2.787  -0.92
C -1.315 -1.893 1.559  0.45
H 1.820 -4.079 -3.113  0.29
N 2.874 -1.159 1.616  -0.27
N -0.514 3.255 -2.116  0.00
C 2.266 -2.510 -1.816  0.22
H -3.778 2.724 2.068  0.35
C 7.461 3.324 0.196  0.23
H 2.176 -5.054 -0.836  0.28
H -6.331 -4.702 -1.966  0.33
H 4.072 -3.614 -0.042  0.16
C 2.652 -3.747 -2.490  -0.43
C -6.081 -3.753 2.173  0.32
P 1.844 -0.283 2.655  -0.16
H 4.494 -5.323 0.018  0.34
C 1.233 1.546 0.645  0.19
H 7.148 0.711 -0.642  0.24
H -2.741 6.021 -0.826  0.25
H 9.237 3.928 -0.714  0.29
C -6.542 -5.026 2.723  -0.46
N -1.214 -0.840 2.161  -0.47
H -3.732 -5.217 2.366  0.12
N -5.717 -2.755 1.737  -0.43
H -3.247 -2.854 -4.328  0.34
H -2.741 -3.685 -2.860  0.30
H 3.220 -5.766 -2.052  0.32
C -0.792 6.920 -0.674  -1.12
C -3.729 0.467 1.676  0.65
C -0.674 0.239 1.350  0.54
C 2.984 3.268 1.337  -0.05
H -5.186 -5.050 4.405  0.30
C 3.689 3.062 2.689  -1.31
C -0.984 1.894 -0.278  -0.61
H -6.844 -5.684 1.906  0.27
C 8.781 3.008 -0.344  -0.48
O -4.899 1.166 1.760  -0.58
C -3.676 1.744 2.508  -1.00
H -3.515 1.415 -0.137  0.48
N 6.424 3.557 0.627  -0.35

E_LUMO in eV: -0.72
SMILES string: CC[C@H](I)c1c2c(c(C[C@H]3CO3)c(N=C=S)c1P(N)O)C(=O)N(Br)C2=O.CCCC#N.CCCC#N.CCCC#N.CCCC#N.CCCC#N
Frontier orbital gap in eV: 7.59
HOMO energy in hartree: -0.305
Total energy in eV: -155464.121